77
Properties=species:S:1:pos:R:3 method="wB97M-V/def2-TZVPD" s_squared=0.75 lumo_energy_ev="-8.8522 / -9.3586" homo_energy_ev="-13.46 / -15.15" total_charge=+3 spin_multiplicity=2 orbital_gap_ev="4.61 / 5.79"
Ba -4.58 10.18 10.33
Ba -4.90 11.60 6.21
Ba -1.65 14.57 6.34
B -2.30 11.28 12.06
F -3.31 10.80 12.84
F -2.05 10.24 11.26
F -2.93 12.33 11.42
F -1.29 11.53 12.94
C -0.77 10.13 8.00
C -2.10 10.73 7.60
O -3.18 10.18 7.97
O -2.11 11.72 6.85
H 0.07 10.23 7.32
H -0.89 9.07 8.22
H -0.46 10.60 8.93
C 3.51 9.61 11.29
C 4.31 8.61 10.78
C 3.66 7.55 10.05
C 2.24 7.37 10.13
C 1.52 8.36 10.75
C 2.15 9.54 11.23
N 1.59 6.25 9.40
O 2.21 5.36 8.88
O 0.42 6.25 9.20
H 3.92 10.54 11.66
H 5.37 8.78 10.73
H 4.23 6.82 9.49
H 0.44 8.29 10.71
H 1.65 10.39 11.68
C -3.95 6.55 2.10
O -4.22 7.41 3.24
C -3.04 7.57 4.01
C -3.15 8.75 5.00
O -3.48 10.12 4.44
C -2.94 10.43 3.13
H -3.46 6.96 1.21
H -4.86 5.98 1.92
H -3.33 5.73 2.47
H -2.07 7.64 3.51
H -3.01 6.60 4.51
H -2.13 8.99 5.30
H -3.87 8.58 5.79
H -3.28 9.82 2.30
H -1.86 10.30 3.11
H -3.09 11.50 2.96
C -4.24 8.17 13.54
O -3.90 8.13 12.14
C -2.97 7.06 11.94
C -2.56 7.06 10.44
O -3.76 7.14 9.70
C -3.48 6.79 8.37
H -3.30 8.10 14.08
H -4.72 7.21 13.72
H -4.63 9.14 13.86
H -3.37 6.06 12.09
H -2.13 7.31 12.58
H -1.96 6.15 10.50
H -1.98 7.94 10.19
H -2.80 7.47 7.85
H -4.43 6.80 7.84
H -3.13 5.76 8.35
C 1.45 12.83 5.22
O 0.75 12.87 6.38
C 1.64 13.51 7.30
C 0.98 13.54 8.65
O -0.29 14.12 8.65
C -0.82 14.24 9.95
H 1.90 13.79 4.97
H 0.78 12.53 4.41
H 2.32 12.17 5.33
H 1.69 14.57 7.06
H 2.68 13.22 7.42
H 1.57 14.21 9.28
H 0.97 12.47 8.86
H -0.73 13.27 10.44
H -1.85 14.60 9.88
H -0.29 14.93 10.60